{"formula": "H41O20", "method": "ωB97M-V/def2-TZVPD", "species": ["H", "O", "H", "H", "H", "H", "H", "H", "H", "H", "H", "O", "H", "H", "H", "O", "O", "H", "O", "H", "O", "H", "O", "H", "H", "H", "O", "H", "O", "H", "H", "O", "O", "H", "H", "H", "H", "H", "H", "H", "O", "O", "O", "H", "H", "H", "H", "H", "O", "H", "H", "O", "H", "H", "H", "O", "H", "H", "O", "O", "O"], "xyz": [[3.02092, 0.02454, -1.33478], [2.59784, 2.15141, 3.85153], [2.77357, 1.29330, 4.24361], [1.51651, 0.58471, -0.95380], [-4.06186, -1.92707, -1.37326], [2.56316, -2.96781, -0.38878], [2.82558, 1.75360, 0.40128], [0.33336, -2.62250, -0.92925], [-3.76705, -2.00069, 1.58412], [-0.19604, 1.84440, 1.62998], [0.14290, -3.69709, 2.82670], [4.35247, 2.58008, -2.35491], [-0.12416, 0.39530, -2.61878], [-2.58829, -4.25799, -1.61830], [2.45568, -0.11791, -4.91571], [2.97452, -0.83268, -4.52923], [0.43025, 0.44801, 4.45751], [-2.69176, 0.06887, 1.51688], [2.38659, 2.44734, 0.91073], [5.06312, 2.21798, -1.84736], [-2.94645, -0.20573, 0.64184], [-1.67822, -3.45888, -0.79063], [0.41816, 2.10535, 2.33096], [-3.45507, -0.88907, -2.34449], [2.41410, 2.94355, 4.40679], [-3.02804, -0.52970, 5.02086], [0.30687, 1.07674, -2.08204], [-0.50392, 5.02043, -0.68791], [-3.07225, -2.62255, 1.43141], [-0.25275, -0.20725, 4.28814], [0.44612, -0.51487, 0.32261], [0.55715, -2.91837, 3.24908], [0.01538, -0.18062, 1.10976], [-3.01310, 0.46449, -0.10053], [4.52129, 3.28876, -2.95649], [1.01037, 1.26063, -2.71664], [-3.02858, -0.16380, -4.58058], [1.76027, 2.08704, 1.71323], [2.95854, -4.62171, -0.60416], [-2.11719, 2.44876, -1.93699], [3.19752, -3.67536, -0.56639], [2.49795, 0.36240, -0.61733], [-2.49187, -3.94758, -0.71699], [-0.17366, -2.27514, 3.04624], [0.29712, 1.42456, 3.03166], [1.62964, -2.18201, -1.61909], [2.55521, 3.33398, 0.57993], [-2.60214, -1.31526, 3.85453], [0.36532, 4.63899, -0.83753], [0.01724, 0.89096, 5.19825], [-3.21675, -3.19783, 0.71358], [-4.26770, -1.31270, -2.07587], [0.38610, 3.73750, -1.13397], [-0.68647, -0.74875, 1.49018], [-3.61375, 2.69886, -1.30772], [-2.43779, 0.57810, -4.77520], [-2.51278, 0.49438, -5.76836], [3.95349, -0.66856, -4.67608], [0.87169, -1.85520, -1.13085], [-2.88130, 2.03926, -1.54208], [-2.20706, -0.78962, 4.58064]], "forces_ev_per_a": [[0.081, -0.196, -0.813], [0.234, 1.338, -0.816], [-0.262, 0.517, 0.922], [2.676, -0.799, 0.189], [0.430, -0.112, 0.275], [-0.463, -1.210, 0.451], [0.158, -1.137, -1.059], [-0.248, -0.482, -0.024], [-0.703, 0.322, -0.674], [0.149, -0.231, -0.087], [0.602, 0.128, 0.349], [-2.140, -0.825, 0.338], [-0.753, -0.511, 0.435], [-0.407, -0.336, -0.321], [0.426, 0.103, -0.113], [1.531, -0.158, 0.120], [-0.204, -0.165, -0.039], [0.183, 1.201, -0.162], [0.433, -0.201, 0.557], [1.083, 0.349, -0.112], [-0.838, -0.078, -1.912], [0.693, 0.647, 0.300], [0.094, 0.335, -0.108], [0.480, 0.097, 0.233], [0.389, -1.783, 0.004], [0.335, 0.273, 0.368], [0.080, 0.146, -0.412], [-0.124, -0.744, -0.206], [1.395, 0.246, 2.903], [-0.114, -0.560, -0.139], [-0.272, -1.080, -0.258], [-1.834, 0.309, -0.791], [-0.546, 0.643, 1.419], [0.489, -0.279, 1.834], [1.018, 0.476, -0.175], [0.560, 0.656, -0.049], [0.025, 0.088, 0.685], [-1.112, 1.198, 0.022], [-0.810, 1.373, 0.285], [0.213, 0.575, -0.218], [1.410, -0.209, -0.420], [-2.291, 1.227, 0.689], [-0.338, -0.499, -0.362], [1.228, -0.548, 0.418], [0.438, 0.189, 0.029], [0.161, -0.106, -0.632], [-0.408, 0.308, 0.348], [0.672, -0.020, 0.220], [1.049, 1.216, 0.458], [0.118, 0.486, 0.422], [-0.678, -0.914, -1.512], [-0.810, 0.081, -0.470], [-0.849, -0.630, -0.243], [0.731, 0.005, -1.378], [2.006, -1.139, -0.826], [-0.544, -0.723, -1.994], [0.549, 0.629, 1.328], [-1.983, 0.056, 0.085], [-0.129, 0.560, 0.259], [-2.240, 0.320, 1.142], [-1.020, -0.426, -0.764]], "mulliken_spin": [0.064, 0.011, 0.003, 0.028, -0.020, 0.027, 0.067, 0.049, 0.017, 0.013, -0.024, -0.005, 0.049, -0.017, -0.008, 0.053, 0.054, 0.017, 0.046, 0.012, 0.047, 0.046, -0.083, 0.033, -0.002, -0.007, 0.029, -0.007, 0.042, 0.021, -0.104, 0.066, 0.475, 0.024, -0.007, 0.035, 0.004, -0.003, -0.028, 0.026, 0.076, -0.233, -0.004, 0.040, 0.030, 0.109, -0.021, 0.008, -0.013, -0.015, 0.014, 0.040, 0.029, 0.038, -0.014, 0.043, -0.014, -0.014, -0.198, 0.035, 0.028], "s2": 0.75, "largest_force_ev_per_a": 3.23, "total_charge": 0, "multiplicity": 2, "e_above_lowest_kj_mol": 225.04, "homo_energy_ev": [-2.50, -10.50]}